[1]
The following is a quantum chemistry calculation of a 2-piece molecular cluster, C3H8ClN3 overall at a distorted geometry, from the Open Molecules 2025 dataset.

Structure (XYZ):
```
15
Properties=species:S:1:pos:R:3:mulliken_charge:R:1
Cl 2.719 -1.301 0.640 -0.186
N 1.971 0.232 0.799 -0.523
N -0.149 -1.256 -0.106 -0.118
N -0.437 1.059 -0.479 -0.424
C 0.010 2.401 -0.327 -0.743
C 0.090 0.025 -0.103 0.802
C -1.448 -1.846 -0.337 -0.845
H -2.053 -1.164 -0.932 0.306
H 1.052 2.427 0.003 0.342
H -1.321 -2.786 -0.876 0.309
H 0.603 -1.861 0.224 0.068
H 1.641 0.299 1.763 0.247
H -1.966 -2.046 0.608 0.277
H -0.092 2.911 -1.285 0.250
H -0.621 2.906 0.408 0.238
```

The value obtained for the orbital gap is 9.1 eV. The max |F| comes out at 3.0 eV/Å. The HOMO energy comes out at -8.37 eV. The calculation puts the relative energy (zero: lowest compared OMol25 entry of this formula, charge and spin) at 212.9 kJ/mol.


[2]
The following is a quantum chemistry calculation of C5H11N in the gas phase at a distorted geometry, from the Open Molecules 2025 dataset.

Structure (XYZ):
```
17
Properties=species:S:1:pos:R:3:mulliken_charge:R:1
N 0.990 0.947 -0.050 -0.246
C 2.073 1.057 0.818 -0.885
C -1.733 -1.131 -0.641 -0.491
C -0.217 0.312 0.273 -0.076
C -0.353 -1.404 0.242 -0.674
C -1.234 0.289 -1.033 -0.742
H 3.033 0.952 0.242 0.277
H -2.070 1.039 -0.921 0.279
H 0.456 -1.969 -0.303 0.278
H -2.716 -1.140 -0.225 0.333
H 2.117 1.918 1.455 0.303
H -0.478 -1.795 1.286 0.281
H -0.598 0.579 1.294 0.313
H 2.040 0.114 1.570 0.256
H -1.594 -1.855 -1.476 0.247
H -0.638 0.311 -1.918 0.338
H 0.923 1.776 -0.611 0.209
```

The value obtained for the orbital gap is 9.3 eV. The max |F| comes out at 4.5 eV/Å. The HOMO energy comes out at -8.08 eV. The calculation puts the relative energy (zero: lowest compared OMol25 entry of this formula, charge and spin) at 243.8 kJ/mol. As for the SMILES: CNC1CCC1.


Which of these has the highest max |F|? C5H11N